Record 1
Entry from the Open Molecules 2025 dataset: a molecular structure, C23H28N4PPd (wB97M-V/def2-TZVPD).

Atoms and positions in Å:
H1 5.74806 -1.38752 -0.21721
N1 2.49174 -1.29421 0.54077
H2 -0.47517 1.85104 -2.47907
C1 -2.01275 -0.52219 -2.14006
C2 -0.30363 2.33979 -1.51626
H3 3.57644 -0.52998 -1.02620
H4 2.56395 0.79178 -2.36832
H5 -2.07661 1.65074 -0.42705
H6 -0.42662 -3.51938 3.77708
P1 1.00075 1.40400 -0.65751
C3 4.90075 -2.28397 1.54276
H7 0.32816 2.10008 1.51982
C4 -0.96594 -2.47501 1.99838
H8 3.35538 1.57627 -0.99750
H9 -4.20985 -0.35730 0.51032
H10 3.55667 3.00192 -2.95660
C5 1.25799 2.21411 0.95537
C6 -1.58774 2.57419 -0.72644
H11 -0.97820 -0.77588 -2.34290
H12 -2.77122 -4.18364 4.25934
C7 2.57638 2.94055 -2.48667
H13 1.83303 2.96534 -3.28113
C8 -1.23130 -3.20937 3.12475
H14 -5.70311 0.37581 -1.30155
C9 -2.85928 -0.13289 -3.13872
C10 -2.51681 -0.73913 -0.81533
C11 -2.55405 -3.58690 3.38216
C12 -4.19960 0.15629 -2.83254
N2 1.32094 -2.46880 2.24510
H15 -4.57700 -3.66332 2.65514
H16 2.45364 3.82554 -1.86561
N3 0.33284 -2.15016 1.56307
C13 1.66761 3.68855 0.87469
C14 -3.31710 -2.54199 1.35399
C15 3.70367 -2.54915 2.20930
H17 -2.50738 -0.04218 -4.15726
H18 -4.86132 0.49570 -3.62069
C16 3.63091 -1.09221 -0.10857
C17 -3.87484 -0.38161 -0.51813
C18 -3.58018 -3.27995 2.48389
H19 0.96629 4.27984 0.28623
C19 -4.69050 0.06437 -1.51966
H20 3.66290 -3.14513 3.11079
C20 -2.01135 -2.02555 1.12476
C21 2.53137 -2.06991 1.67217
H21 -1.39735 3.15771 0.17413
H22 2.66329 3.80454 0.44985
Pd1 0.56016 -0.78474 0.10251
N4 -1.65161 -1.25428 0.06754
H23 2.01932 1.63346 1.48385
H24 -2.29198 3.14277 -1.33260
C22 2.50293 1.63860 -1.67838
H25 0.14171 3.31047 -1.74415
H26 5.83954 -2.65124 1.93526
H27 1.68736 4.11037 1.87819
H28 -4.09509 -2.41587 0.61566
C23 4.85383 -1.58036 0.35924

Computed properties:
Net charge   +3
HOMO-LUMO gap (alpha / beta)   5.630 / 5.658 eV
LUMO (alpha / beta)   -12.6 / -12.6 eV
Spin multiplicity   1
Energy relative to the best compared isomer or geometry (same formula, charge and spin)   0.0 kcal/mol

Atom charges from the natural (NBO) analysis, given in e for atoms 1 to 5: number 1, H, carries 0.276; number 2, N, carries -0.446; number 3, H, carries 0.248; number 4, C, carries -0.047; number 5, C, carries -0.741

Record 2
Entry from the Open Molecules 2025 dataset: a molecular structure, C23H28N5V at a distorted geometry (wB97M-V/def2-TZVPD).

Atoms and positions in Å:
H1 -1.51982 1.94781 -4.64332
H2 5.04868 0.14578 4.27059
C1 3.81198 2.07959 1.17044
H3 1.15380 -3.06117 1.31936
C2 -1.57352 2.11321 0.62106
H4 -0.68933 -1.57215 -4.91689
H5 -2.87183 3.44553 1.68485
C3 -1.43713 3.41442 -1.57763
C4 -0.97074 -3.11902 1.40017
N1 -1.02992 -1.66479 1.58148
H6 1.37141 -2.23623 -0.67133
C5 -1.37070 2.25653 -0.80160
H7 3.46455 2.61470 0.29614
H8 -1.37028 3.06250 2.52711
V1 -0.88746 -0.47510 -0.26425
C6 4.70290 0.69181 3.40225
H9 -2.82646 0.93498 2.74755
C7 0.03704 -3.29612 -1.81279
C8 -1.94187 0.42781 2.36408
C9 -2.15866 -1.08208 2.34306
H10 -1.51214 -0.05849 -5.28167
H11 0.47286 -4.45186 0.49065
H12 -2.11725 -3.16565 -1.73575
H13 -2.44177 -1.46138 -4.75809
C10 -1.45096 3.30072 -2.94923
H14 5.45915 3.40212 1.52227
N2 -1.28408 -1.32583 -2.19365
C11 0.95417 0.09866 0.27906
H15 -1.10487 0.67021 3.02611
N3 -1.24072 1.05215 -1.43013
N4 0.43525 -2.60101 -0.57274
C12 -1.50724 -0.91614 -4.61612
H16 -0.16643 -1.36265 2.03178
C13 3.12154 0.94020 1.58979
H17 -1.35520 4.17869 1.17056
C14 -1.33966 0.92395 -2.77765
C15 5.37971 1.82747 2.97792
N5 -1.61690 0.84630 0.99638
H18 -1.46272 -3.11374 -3.36522
H19 -3.07984 -1.32425 1.81259
C16 1.94493 0.48513 0.87892
H20 -1.51298 4.19083 -3.55993
C17 0.33652 -3.38366 0.67160
H21 -2.23117 -1.48639 3.35376
C18 -1.80234 3.25956 1.54611
H22 -1.00171 -3.66206 2.34692
C19 -1.44042 2.02816 -3.56811
H23 3.05837 -0.63556 3.04103
H24 -1.50437 4.38711 -1.10685
H25 0.80776 -3.11093 -2.56142
C20 4.93197 2.51870 1.85985
C21 -1.29660 -2.78059 -2.34269
C22 -1.36747 -0.50805 -3.18643
H26 6.25449 2.17040 3.51526
C23 3.58318 0.25291 2.71246
H27 -0.01150 -4.37762 -1.66781
H28 -1.83420 -3.43544 0.81016

Computed properties:
Net charge   +1
HOMO-LUMO gap (alpha / beta)   5.925 / 6.893 eV
LUMO (alpha / beta)   -3.2 / -3.6 eV
Expectation value of S²   3.78
Spin multiplicity   4

Atom charges from the natural (NBO) analysis, given in e for atoms 1 to 5: number 1, H, carries 0.230; number 2, H, carries 0.219; number 3, C, carries -0.185; number 4, H, carries 0.215; number 5, C, carries 0.282

Record 3
Entry from the Open Molecules 2025 dataset: a molecular structure, C23H28NO2PSeSiTl (wB97M-V/def2-TZVPD).

Atoms and positions in Å:
C1 -6.05701 0.62000 1.06957
H1 -7.30887 -1.73873 -1.91169
C2 6.90763 1.34263 1.16621
H2 -5.58475 -0.20259 1.61016
C3 -0.47742 -0.26231 2.23314
Se1 -4.29568 -0.19563 -1.77580
C4 0.34246 -0.22320 1.09730
C5 6.74992 -0.00272 0.87293
H3 -0.66902 -0.15933 4.37172
C6 2.92711 -2.00159 -0.25984
C7 -7.31870 -1.37075 -0.88441
H4 -6.60306 2.56047 -1.42290
C8 5.50735 -0.49537 0.49612
C9 -7.12949 1.62381 -1.61850
H5 5.38847 -1.54851 0.27623
H6 3.31311 -1.84931 -2.36187
H7 2.73521 -4.91516 1.46305
H8 2.52815 -2.47481 1.79345
C10 0.00922 -0.11705 3.52588
C11 -0.25199 3.07467 -2.01955
H9 7.59608 -0.67572 0.94242
C12 1.36501 0.08903 3.74851
C13 1.71520 -0.04258 1.38138
C14 5.82051 2.20252 1.07305
C15 4.40992 0.35668 0.40903
C16 2.88204 -4.24227 0.62708
N1 -2.36536 2.09559 -2.86040
H10 -5.42586 1.50202 1.19302
O1 0.13742 1.89540 -2.31651
H11 -8.35862 -1.19636 -0.58996
C17 -1.83066 3.20746 -2.05016
H12 -2.17412 3.10417 -1.02186
Si1 -6.24151 0.18064 -0.76185
H13 -7.13621 1.46113 -2.69719
H14 -2.13111 4.17827 -2.43029
Tl1 0.10223 -0.56311 -1.39722
H15 -3.07255 1.47454 -2.37211
H16 3.29128 0.27798 2.82611
H17 3.26332 -5.82428 -0.77289
C18 2.22977 0.12519 2.66542
H18 -1.54861 -0.40094 2.10592
H19 -2.74056 2.37214 -3.75870
O2 0.39321 4.04235 -1.65337
H20 -7.02596 0.82582 1.53709
C19 3.17573 -4.75411 -0.62958
H21 -8.16485 1.73341 -1.27659
H22 3.56834 -4.28890 -2.68907
C20 4.58317 1.71499 0.68769
H23 3.73379 2.38412 0.60331
H24 -6.91013 -2.15878 -0.24822
C21 3.20795 -2.52712 -1.52114
C22 2.76267 -2.87282 0.81409
C23 3.34455 -3.89534 -1.70533
P1 2.74053 -0.16958 -0.12138
H25 7.87757 1.72128 1.46521
H26 -1.47232 1.52956 -2.98187
H27 5.94506 3.25454 1.29796
H28 1.74047 0.21862 4.75721

Computed properties:
Net charge   -1
HOMO-LUMO gap   6.938 eV
LUMO   2.5 eV
Spin multiplicity   1
Energy relative to the best compared isomer or geometry (same formula, charge and spin)   15.0 kcal/mol

Atom charges from the natural (NBO) analysis, given in e for atoms 1 to 5: number 1, C, carries -1.121; number 2, H, carries 0.234; number 3, C, carries -0.223; number 4, H, carries 0.233; number 5, C, carries -0.260

Record 4
Entry from the Open Molecules 2025 dataset: a molecular structure, C23H29AuF5S (wB97M-V/def2-TZVPD).

Atoms and positions in Å:
H1 2.06746 1.16128 -0.21587
H2 1.54275 4.26895 1.89255
H3 -0.25080 1.81959 4.01250
C1 0.67448 -2.44190 -1.84492
C2 0.95172 0.89670 1.69580
H4 0.74379 -3.99973 0.46025
C3 -1.89580 1.64928 -3.54862
H5 0.55719 3.46831 0.67005
C4 1.37933 0.55865 0.35233
H6 1.33051 -3.75405 2.10881
C5 -1.65686 -2.59264 0.70646
H7 -1.54062 -3.49130 3.23470
H8 1.47232 0.16675 -2.47819
H9 -0.98804 2.64157 2.62525
C6 2.37929 1.99989 3.25403
F1 -3.45802 3.23780 -6.37547
H10 1.21781 -2.87953 -2.68241
H11 -0.16664 -1.87917 -2.25590
H12 2.49668 -3.04456 0.26450
F2 -4.98557 2.62281 -1.99719
S1 -2.74488 1.17970 -0.90614
F3 -0.73542 1.01920 -3.29622
Au1 -0.62371 0.69902 -0.42265
C7 -3.26706 2.77547 -5.15027
C8 -0.97056 -2.57463 3.08864
C9 2.22075 -0.53425 -2.10450
C10 1.63317 -1.52115 -1.08453
H13 -1.39532 -2.50836 -0.34462
H14 3.30367 -2.87442 -1.29170
H15 -0.14228 -4.67358 1.81365
H16 2.59443 -1.09807 -2.95813
H17 3.06322 0.02716 -1.69974
C11 -2.85159 1.79650 -2.55189
C12 -2.08848 2.12590 -4.83020
C13 0.40138 -0.27184 2.30419
H18 0.09517 3.51763 3.70977
H19 2.21735 1.21447 3.99208
F4 -5.37517 3.56045 -4.48216
H20 -0.16314 -2.56687 3.82336
C14 -0.08200 2.55648 3.22773
H21 -0.02844 -0.28753 3.28989
C15 -4.24337 2.93882 -4.18235
C16 1.01399 -0.76541 0.07954
C17 0.32999 -1.28071 1.39521
C18 0.43783 -3.81167 1.48372
H22 3.54825 -1.65583 -0.03861
H23 -1.64239 -1.73886 3.28668
H24 2.30122 3.15711 0.76445
H25 3.26537 1.75702 2.66614
H26 -2.34884 -1.78441 0.94869
F5 -1.14647 1.96126 -5.75370
C19 -4.02863 2.45279 -2.90667
C20 -0.43527 -2.55541 1.64964
H27 -2.17817 -3.53996 0.85210
H28 2.56399 2.93650 3.78078
C21 1.39924 3.33416 1.35162
C22 1.13067 2.21001 2.35208
C23 2.81221 -2.32525 -0.48747
H29 0.28831 -3.26013 -1.24706

Computed properties:
Net charge   +1
HOMO-LUMO gap (alpha / beta)   5.018 / 5.010 eV
LUMO (alpha / beta)   -6.2 / -6.2 eV
Spin multiplicity   1
Energy relative to the best compared isomer or geometry (same formula, charge and spin)   0.0 kcal/mol

Atom charges from the natural (NBO) analysis, given in e for atoms 1 to 5: number 1, H, carries 0.289; number 2, H, carries 0.239; number 3, H, carries 0.216; number 4, C, carries -0.608; number 5, C, carries 0.404

The highest net charge belongs to which entry?
C23H28N4PPd